w.
Density functional theory data (ωB97M-V/def2-TZVPD) for 14 unconnected molecules or ions with the total composition C5H35NO15.

## Properties
E_HOMO = -9.80 eV
Molecular weight = 349.3 g mol⁻¹

Cartesian coordinates (Å):
C1 -2.4486 1.0605 2.3099
N1 -1.9772 2.3572 1.8597
C2 -0.8279 2.4132 1.0911
O1 -0.5824 3.4592 0.5067
C3 -1.4128 0.2241 3.0545
C4 -1.7272 -1.2428 3.4668
C5 -2.4144 -1.9654 2.3675
O2 -1.9125 -2.1724 1.2809
H1 -3.3289 1.1181 2.9642
H2 -2.7645 0.4940 1.4349
H3 -2.3001 3.2200 2.2532
H4 -0.3163 1.4764 0.7982
H5 -1.1625 0.7266 3.9880
H6 -0.5701 0.1079 2.3798
H7 -2.0265 -1.2963 4.5230
H8 -0.6889 -1.6015 3.5747
H9 -3.5078 -2.0422 2.4486
H10 -4.7816 0.4035 1.0664
H11 -4.6232 -0.4755 -0.0277
O3 -4.9373 -0.5389 0.9038
H12 3.2509 -2.6981 0.8861
H13 3.2246 -3.9676 0.0270
O4 2.9309 -3.6143 0.8702
H14 1.9242 3.4227 0.2104
H15 1.7481 4.8342 0.1736
O5 2.3922 4.2087 0.5354
H16 2.0609 -2.3290 -3.8355
H17 1.5468 -1.8903 -2.4598
O6 2.1762 -1.6575 -3.1543
H18 -2.7672 -0.8627 -0.3926
H19 -3.0561 -1.2023 -1.8074
O7 -3.1928 -0.4773 -1.1788
H20 2.6095 0.6293 1.5567
H21 2.4510 2.1251 1.4787
O8 1.9161 1.3308 1.6301
H22 -0.7652 -0.1620 -3.2341
H23 -1.6198 1.0156 -2.8041
O9 -1.3673 0.5014 -3.5892
H24 0.8704 0.1492 0.8923
H25 -0.4025 -0.7032 0.2903
O10 0.3097 -0.0722 0.1170
H26 2.2769 1.8529 -3.0518
H27 2.6682 0.4788 -2.5743
O11 3.0744 1.3367 -2.7315
H28 -0.8648 -3.2361 -1.2739
H29 -1.8944 -3.4737 -0.3666
O12 -1.8467 -3.1746 -1.2903
H30 4.2732 -1.5324 -2.2173
H31 4.6203 -0.0064 -2.0622
O13 4.7921 -0.8945 -1.7035
H32 2.4227 -0.4841 0.2787
H33 3.9460 -0.7067 -0.4365
O14 3.3429 -0.7294 0.3642
H34 0.1318 2.5791 -3.3014
H35 0.2903 1.6377 -4.3927
O15 0.8372 2.0467 -3.6971

x.
Density functional theory data (ωB97M-V/def2-TZVPD) for 14 unconnected molecules or ions with the total composition C5H35NO15.

## Properties
E_HOMO = -10.57 eV
Molecular weight = 349.3 g mol⁻¹

Cartesian coordinates (Å):
C1 -0.2557 -0.5007 0.2374
C2 -1.4417 -1.2206 0.9422
C3 -2.8261 -0.9830 0.4183
O1 -3.6206 -0.2957 1.0240
C4 -0.5716 0.7865 -0.4515
N1 0.1549 1.8942 -0.2663
C5 1.3241 1.9775 0.6072
O2 -1.5456 0.8350 -1.2466
H1 0.1695 -1.1876 -0.5009
H2 0.5333 -0.3690 0.9677
H3 -1.2200 -2.2901 0.9177
H4 -1.4316 -1.0173 2.0094
H5 -3.0998 -1.4745 -0.5294
H6 -0.0168 2.6481 -0.9247
H7 1.5669 3.0203 0.8088
H8 1.0950 1.5346 1.5695
H9 2.2077 1.5111 0.1727
H10 2.3570 -2.9928 -2.2648
H11 2.4394 -1.9633 -3.3720
O3 3.0014 -2.5045 -2.8381
H12 0.4569 -2.2103 4.5436
H13 0.8790 -0.9388 3.7038
O4 0.8176 -1.9215 3.7114
H14 3.4749 -1.1336 -1.7814
H15 2.4444 -0.0192 -1.9109
O5 3.1851 -0.3100 -1.3379
H16 -1.9500 -1.5837 -3.4277
H17 -1.5574 -0.6508 -2.2133
O6 -1.3289 -1.4747 -2.7107
H18 0.2837 -0.6479 -3.0758
H19 0.7619 0.7568 -3.5477
O7 1.0767 -0.0684 -3.1325
H20 2.4318 -2.4659 1.2509
H21 1.2512 -2.8453 2.1713
O8 1.6420 -3.0515 1.2945
H22 1.2994 1.2888 4.3020
H23 0.0585 1.2009 3.3589
O9 0.9753 0.8303 3.5182
H24 -2.5598 3.5035 0.7711
H25 -1.0961 3.8332 0.8816
O10 -1.8999 3.8953 1.4134
H26 -1.6378 2.6729 2.6418
H27 -2.2491 1.2593 2.7959
O11 -1.5772 1.8449 3.1776
H28 3.0483 -0.4303 1.8089
H29 3.4095 -0.7770 0.3339
O12 3.5119 -1.0861 1.2732
H30 -0.5702 2.5416 -4.6525
H31 -0.9301 2.0295 -3.2360
O13 -0.1754 2.2783 -3.8049
H32 0.1394 -3.2213 -1.4948
H33 1.2287 -3.5186 -0.3756
O14 0.9861 -3.6699 -1.3256
H34 -2.8575 2.0600 -0.9210
H35 -4.0641 1.9795 0.0110
O15 -3.5130 2.6144 -0.4591

Stability check: which of them is least stable? w.

w.
Density functional theory data (ωB97M-V/def2-TZVPD) for a single C2H3N3OS molecule.

## Properties
E_HOMO = -10.20 eV
Molecular weight = 117.1 g mol⁻¹
SMILES string = C/N=[N+](\[O-])SC#N

Cartesian coordinates (Å):
C1 -0.0369 0.0174 0.1624
N1 -1.3227 0.3985 0.6037
N2 -2.1862 0.8034 -0.1685
O1 -2.0795 1.1623 -1.2835
S1 -3.8169 0.7345 0.6399
C2 -4.2170 -0.8160 -0.0303
N3 -4.5103 -1.7723 -0.5696
H1 0.7423 0.8932 0.1382
H2 0.2991 -0.7056 0.7608
H3 -0.1328 -0.1923 -0.9491

x.
Density functional theory data (ωB97M-V/def2-TZVPD) for a single C2H3N3OS molecule.

## Properties
E_HOMO (spin up / spin down) = -8.95 / -8.95 eV
Molecular weight = 117.1 g mol⁻¹

Cartesian coordinates (Å):
C1 -0.0636 1.6035 0.1827
C2 0.3818 -1.2668 -0.0327
N1 1.1356 1.0208 0.1876
N2 -1.1591 1.0044 0.3171
N3 1.2439 -0.2615 -0.0233
O1 -1.1045 -3.2312 -0.9396
S1 -0.5207 -2.5869 0.2390
H1 0.0089 2.6300 0.0452
H2 -2.1213 1.4915 0.3211
H3 2.1990 -0.4038 -0.2971

Stability check: which of them is least stable? x.

w.
Density functional theory data (ωB97M-V/def2-TZVPD) for 2 unconnected molecules or ions with the total composition C5H8N3O2.

## Properties
E_HOMO = -12.96 eV
Total charge = +1
Molecular weight = 142.1 g mol⁻¹

Cartesian coordinates (Å):
C1 -0.5856 -3.0646 0.1039
C2 1.4146 0.8860 0.0561
C3 1.5782 1.3975 -1.1733
C4 -2.1874 0.6203 -0.8397
C5 -1.0580 0.3682 0.1027
N1 -1.4727 -2.2536 0.1982
N2 0.1297 0.4055 0.5899
N3 2.4836 0.5870 0.9851
O1 0.4107 -3.6242 0.2209
O2 -2.2267 0.2853 0.6444
H1 2.5117 1.8792 -1.4490
H2 0.7250 1.6030 -1.8033
H3 -2.4105 1.7107 -1.1595
H4 -2.6121 0.0204 -1.6273
H5 -2.3407 -2.3764 0.4814
H6 0.1513 0.1427 1.6590
H7 3.1492 1.3387 1.1396
H8 2.3397 0.0744 1.8710

x.
Density functional theory data (ωB97M-V/def2-TZVPD) for 2 unconnected molecules or ions with the total composition C5H8N3O2.

## Properties
E_HOMO = -14.59 eV
Total charge = +1
Molecular weight = 142.1 g mol⁻¹

Cartesian coordinates (Å):
C1 -0.6789 1.7927 0.2264
C2 -1.6395 -0.0247 -0.6037
C3 1.6385 -3.3322 -1.4162
C4 -0.3763 -0.4738 0.1750
C5 1.1710 1.0815 1.6257
N1 0.1348 0.8318 0.5812
N2 -1.8256 1.3803 -0.3037
N3 -0.5180 -0.6095 -1.2222
O1 0.8683 -3.3789 -0.5594
O2 2.4455 -3.3307 -2.2254
H1 -0.3597 2.8955 0.2967
H2 -2.5439 -0.5641 -0.4830
H3 0.0356 -1.4169 0.6496
H4 1.6781 2.0494 1.4756
H5 0.6609 1.0812 2.5947
H6 1.9262 0.3365 1.7616
H7 -2.6056 1.9350 -0.5848
H8 -0.0115 -0.2532 -1.9880

y.
Density functional theory data (ωB97M-V/def2-TZVPD) for a gas-phase ion, C5H8N3O2 (charge +1).

## Properties
E_HOMO = -14.10 eV
Total charge = +1
Molecular weight = 142.1 g mol⁻¹
SMILES string = [NH2+]=C1C[C@@H]2[C@@H](O)N2C(=O)N1

Cartesian coordinates (Å):
N1 2.0531 1.0789 1.2061
C1 0.9401 0.4844 0.8356
C2 1.0401 -0.6992 -0.0807
C3 -0.3396 -1.1503 -0.6077
C4 -1.0591 -0.1926 -1.4698
O1 -1.7519 -0.4819 -2.5521
N2 -1.5593 -0.6021 -0.0716
C5 -1.6065 0.3677 0.8983
O2 -2.4907 1.0569 1.3261
N3 -0.2241 0.8051 1.3059
H1 3.0795 0.8763 0.7376
H2 2.2028 1.8158 1.8448
H3 1.4221 -1.5861 0.3726
H4 1.7505 -0.6469 -0.8958
H5 -0.3716 -2.1788 -0.8304
H6 -1.0374 0.8754 -1.2640
H7 -1.8202 -1.4699 -2.6339
H8 -0.2277 1.6474 1.8789

Stability check: which of them is least stable? w.